Record 1
Molecular formula: C5H14S
Method: DFT, wB97M-V/def2-TZVPD

<S²>	0.754
energy above the lowest of the compared OMol25 structures with the same formula, charge and spin	198.7	kJ/mol
E_HOMO (spin up / spin down)	-14.5 / -14.5	eV
maximum force	5.48	eV Å⁻¹

```
! RIJCOSX wB97M-V def2-TZVPD def2/J DEFGRID3
* xyz 1 2
C 0.453 -2.611 -1.608
C -0.753 -2.895 -0.721
H 0.336 -3.293 -2.481
H 0.761 -1.415 -1.814
H 1.275 -3.112 -1.107
H -0.713 -2.502 0.286
H -1.733 -2.514 -0.928
H -0.757 -4.112 -0.661
C -0.348 0.727 1.487
C -1.809 1.088 1.212
C 1.019 2.357 -0.528
S 0.852 0.738 0.128
H -0.185 1.670 2.357
H -0.355 -0.182 1.972
H -2.476 0.275 0.809
H -1.965 1.841 0.461
H 0.435 3.001 0.008
H 1.984 2.809 -0.516
H 0.706 2.385 -1.579
H -2.320 1.361 2.096
*
```

Record 2
Molecular formula: C9H10NOS
Method: DFT, wB97M-V/def2-TZVPD

<S²>	2.024
energy above the lowest of the compared OMol25 structures with the same formula, charge and spin	0.0	kJ/mol
E_HOMO (spin up / spin down)	-9.9 / -13.0	eV
maximum force	5.98	eV Å⁻¹

```
! RIJCOSX wB97M-V def2-TZVPD def2/J DEFGRID3
* xyz 1 3
C -2.680 -2.052 -1.509
C 0.290 0.697 2.153
C 1.746 1.213 0.316
C -0.150 -0.438 1.506
C 1.291 0.102 -0.364
C 1.247 1.536 1.576
C 0.342 -0.721 0.235
C 1.730 2.745 2.303
C -1.661 -1.845 -3.746
N -2.364 -1.820 -2.713
O -1.876 -2.058 -0.500
S -0.146 -2.158 -0.652
H -3.732 -2.183 -1.249
H -0.100 0.934 3.132
H 2.495 1.843 -0.140
H -0.876 -1.092 1.964
H 1.680 -0.149 -1.341
H 2.139 2.464 3.273
H 2.498 3.264 1.736
H 0.906 3.435 2.486
H -1.562 -0.951 -4.354
H -1.217 -2.767 -4.113
*
```

Record 3
Molecular formula: C4H9NO
Method: DFT, wB97M-V/def2-TZVPD

SMILES string	C/C=C(\N)OC
energy above the lowest of the compared OMol25 structures with the same formula, charge and spin	184.9	kJ/mol
E_HOMO	-7.6	eV
maximum force	0.61	eV Å⁻¹

```
! RIJCOSX wB97M-V def2-TZVPD def2/J DEFGRID3
* xyz 0 1
C -0.330 -1.988 0.153
C -0.367 -0.590 -0.360
C -0.950 1.977 0.146
C 0.621 0.299 -0.216
O 0.376 1.639 -0.306
N 1.931 -0.049 0.093
H 0.153 -2.013 1.137
H 0.191 -2.693 -0.504
H -1.356 -2.346 0.282
H -1.243 -0.258 -0.896
H -1.036 3.047 -0.012
H -1.778 1.489 -0.389
H -1.061 1.716 1.208
H 2.224 -0.907 -0.354
H 2.625 0.678 0.018
*
```

Record 4
Molecular formula: C22H28Cl5N6Pd
Method: DFT, wB97M-V/def2-TZVPD

E_HOMO (spin up / spin down)	-10.1 / -10.1	eV
maximum force	3.37	eV Å⁻¹

```
! RIJCOSX wB97M-V def2-TZVPD def2/J DEFGRID3
* xyz 1 1
Pd 0.311 -0.208 0.284
Cl 2.644 -1.494 1.028
C 2.036 -0.822 2.504
C 0.807 -0.201 2.376
C 0.210 0.278 3.524
Cl -1.394 0.895 3.398
C 0.855 0.218 4.759
Cl 0.123 0.879 6.164
C 2.112 -0.385 4.850
Cl 2.900 -0.474 6.372
C 2.709 -0.940 3.713
Cl 4.228 -1.738 3.817
C -2.564 -3.316 -1.276
N -2.172 -2.268 -0.354
C -0.993 -2.489 0.441
C -2.636 -1.002 -0.507
N -1.930 -0.001 -0.043
C -2.368 1.287 0.135
C -3.680 1.630 0.488
C -4.087 2.948 0.470
C -3.206 3.941 0.055
C -1.883 3.639 -0.188
C -1.410 2.333 -0.026
N -0.083 1.992 -0.050
C 0.946 2.731 0.310
N 0.864 3.812 1.124
C 1.729 4.964 1.008
C -0.170 3.943 2.120
N 2.179 2.367 -0.162
C 3.317 2.334 0.739
C 2.221 1.338 -1.179
N -3.770 -0.873 -1.272
C -4.984 -1.569 -0.894
C -3.955 0.251 -2.155
H -1.700 -3.921 -1.544
H -2.965 -2.879 -2.187
H -3.321 -3.968 -0.839
H -0.774 -3.554 0.492
H -1.144 -2.104 1.461
H -0.092 -1.947 -0.018
H -4.369 0.850 0.777
H -5.101 3.207 0.732
H -3.548 4.961 -0.037
H -1.191 4.415 -0.474
H 2.421 4.843 0.179
H 2.283 5.135 1.935
H 1.110 5.848 0.824
H -0.681 2.995 2.251
H -0.907 4.702 1.855
H 0.292 4.232 3.064
H 3.183 3.026 1.559
H 4.223 2.593 0.192
H 3.435 1.329 1.157
H 1.703 1.680 -2.076
H 1.719 0.382 -0.815
H 3.261 1.133 -1.420
H -4.790 -2.248 -0.068
H -5.383 -2.135 -1.737
H -5.741 -0.845 -0.576
H -2.986 0.645 -2.452
H -4.546 1.054 -1.705
H -4.472 -0.110 -3.046
*
```

Record 5
Molecular formula: C2H9N2S2
Method: DFT, wB97M-V/def2-TZVPD

energy above the lowest of the compared OMol25 structures with the same formula, charge and spin	123.5	kJ/mol
E_HOMO	-12.6	eV
maximum force	4.01	eV Å⁻¹

```
! RIJCOSX wB97M-V def2-TZVPD def2/J DEFGRID3
* xyz 1 1
C -1.292 -1.069 -0.354
C -2.112 0.127 -0.033
N 0.171 -0.861 -0.481
N 1.726 1.216 -0.007
S -3.785 -0.315 0.139
S -1.593 1.681 0.210
H -1.360 -2.005 0.333
H -1.698 -1.324 -1.352
H 0.970 0.313 -0.009
H 1.426 1.985 0.496
H 1.715 1.424 -1.035
H 0.541 -1.851 -0.551
H 2.679 0.947 0.250
H -4.361 0.800 0.469
H 0.326 -0.437 -1.416
*
```

Record 6
Molecular formula: C3H7NO2
Method: DFT, wB97M-V/def2-TZVPD

SMILES string	COC(=O)CN
energy above the lowest of the compared OMol25 structures with the same formula, charge and spin	96.0	kJ/mol
E_HOMO	-9.9	eV
maximum force	0.98	eV Å⁻¹

```
! RIJCOSX wB97M-V def2-TZVPD def2/J DEFGRID3
* xyz 0 1
C 2.295 0.201 0.037
O 1.098 -0.511 0.365
C -0.014 0.122 -0.006
O 0.023 1.205 -0.541
C -1.308 -0.509 0.435
N -2.481 -0.183 -0.348
H 3.137 -0.406 0.351
H 2.356 1.171 0.534
H 2.365 0.386 -1.034
H -1.356 -0.120 1.475
H -1.262 -1.591 0.498
H -2.482 0.819 -0.487
H -2.371 -0.582 -1.278
*
```